[1]
Molecular formula: C21H62N4O10
Method: DFT, wB97M-V/def2-TZVPD

```
! wB97M-V def2-TZVPD RIJCOSX def2/J DEFGRID3
* xyz -1 2
C 0.7922 -2.0148 -4.0451
O 1.7005 -2.5947 -3.5760
N 0.5115 -1.8064 -5.2798
N -0.1949 -1.5958 -3.3127
H 1.1191 -2.3091 -5.9108
H -0.4829 -1.6615 -5.3817
H -0.7822 -0.9001 -3.7499
H -0.0962 -1.5856 -2.3076
C -0.3644 -0.1534 -0.1879
O -0.8290 0.7123 -0.9110
N -1.0029 -1.2328 0.1520
N 0.7306 -0.0148 0.3613
H -0.7451 -1.7794 0.9613
H -1.8347 -1.4419 -0.3813
H 1.3521 0.7615 0.1852
H 1.0250 -0.7673 0.9672
C -4.7441 -4.1828 1.8802
C -3.4969 -3.3873 2.0894
O -2.9803 -3.1596 0.7483
H -5.0796 -4.7126 2.7717
H -4.8008 -4.9664 1.1246
H -5.6304 -3.5704 1.7146
H -2.7337 -3.8684 2.7010
H -3.6561 -2.4317 2.5891
H -2.3555 -3.8807 0.6418
C 4.4702 3.5188 -2.1222
C 4.3024 1.9424 -2.0716
O 3.3620 1.7756 -0.9778
H 4.9499 3.8143 -3.0553
H 4.8398 3.9913 -1.2121
H 3.4663 3.9191 -2.2636
H 5.2568 1.5274 -1.7476
H 3.9670 1.4959 -3.0077
H 2.5784 2.3126 -1.1166
C 0.5986 5.0389 -0.3560
C -0.2509 4.1530 -1.2594
O 0.4405 2.9327 -1.3092
H 0.0672 5.9750 -0.1844
H 1.5559 5.3338 -0.7859
H 0.7017 4.5924 0.6330
H -0.4423 4.5205 -2.2676
H -1.0893 3.7999 -0.6590
H -0.1856 2.2263 -1.1343
C -3.4459 -4.3465 -2.5649
C -4.4188 -3.1573 -2.4721
O -4.0313 -2.2230 -1.4669
H -3.9716 -5.0991 -3.1525
H -3.3043 -4.8766 -1.6231
H -2.4808 -4.1094 -3.0128
H -5.4201 -3.5345 -2.2640
H -4.4242 -2.5875 -3.4012
H -3.5935 -2.6318 -0.7167
C 2.4360 -4.1625 1.0445
C 2.4707 -3.4321 -0.2885
O 1.7428 -4.1192 -1.3398
H 1.3973 -4.3630 1.3071
H 2.7411 -3.5267 1.8756
H 3.0155 -5.0855 1.0658
H 3.5563 -3.4710 -0.3781
H 2.0921 -2.4114 -0.2348
H 1.7172 -3.5463 -2.1097
C 4.5631 4.2374 1.8439
C 4.5110 3.1961 2.9535
C 4.2327 1.7724 2.4345
O 5.7428 2.9906 3.6128
H 4.6930 5.2369 2.2588
H 3.7952 4.1094 1.0810
H 5.3993 3.9960 1.1877
H 3.6693 3.3259 3.6337
H 4.3448 0.9054 3.0854
H 5.0104 1.6928 1.6749
H 3.2539 1.7163 1.9580
H 6.4891 2.9220 3.0129
C -0.2994 -1.9318 4.2932
C 0.4701 -0.9124 3.5382
C 1.1853 0.0439 4.4261
O 1.3739 -1.7462 2.6949
H -1.3397 -1.6643 4.4780
H 0.1626 -2.1163 5.2630
H -0.3179 -2.9204 3.8344
H -0.1635 -0.4284 2.7949
H 2.1601 -0.2949 4.7770
H 0.6766 0.2168 5.3744
H 1.3877 0.9553 3.8635
H 2.1451 -2.0088 3.2027
C -4.3322 3.4950 -0.1549
C -4.8683 2.8766 -1.4814
C -3.7734 2.2594 -2.3813
O -5.8415 1.9311 -1.1776
H -5.2041 3.9810 0.2830
H -3.4537 4.1080 -0.3564
H -4.1184 2.7353 0.5969
H -5.3546 3.6525 -2.0727
H -3.0198 3.0384 -2.2653
H -4.0195 2.2584 -3.4432
H -3.3860 1.2981 -2.0438
H -5.8624 1.4295 -1.9958
*
```

Summary:
HOMO energy (alpha / beta) = 0.0232 / -0.2565 hartree
E_LUMO (alpha / beta) = 2.413 / 2.316 eV

[2]
Molecular formula: C4H26O8
Method: DFT, wB97M-V/def2-TZVPD

```
! wB97M-V def2-TZVPD RIJCOSX def2/J DEFGRID3
* xyz 0 1
C -0.6755 -2.0434 -0.3187
C -0.7715 -0.5155 -0.0998
C 0.5363 0.0479 0.4552
C 0.7670 1.5712 0.2886
H -1.4244 -2.3419 -1.0585
H -0.9578 -2.5671 0.5961
H 0.3127 -2.3012 -0.6803
H -1.7157 -0.2384 0.3532
H -0.7984 -0.1259 -1.1276
H 0.6652 -0.2074 1.5104
H 1.3281 -0.3835 -0.1542
H 1.0352 2.1019 1.2018
H -0.0876 2.2286 0.1171
H 1.4104 1.7331 -0.5775
O -2.5359 -0.6648 2.5586
H -2.3305 -0.6987 3.4964
H -3.0281 0.1592 2.4437
O -0.1281 -1.7794 -3.7396
H 0.5800 -1.1370 -3.7117
H -0.2769 -2.2185 -2.8994
O -2.9257 -0.8439 -2.3270
H -2.3109 -1.1897 -2.9943
H -3.6914 -0.7054 -2.9029
O 4.8607 -0.0898 -0.1886
H 4.6236 -0.8125 0.4088
H 4.0048 0.0278 -0.6193
O 1.9597 -2.7636 0.9825
H 2.5688 -3.4842 1.1883
H 1.5132 -2.6506 1.8286
O -1.9622 2.1552 -0.7660
H -2.3132 1.3059 -1.0741
H -2.0461 2.7478 -1.5194
O -2.6059 2.3803 1.9680
H -1.7350 2.6658 2.2538
H -2.5269 2.3519 0.9971
O 3.4443 2.5401 1.2634
H 3.0254 1.7443 1.5880
H 4.2312 2.3384 0.7532
*
```

Summary:
HOMO energy = -0.3801 hartree
E_LUMO = 0.246 eV
SMILES = CCCC.O.O.O.O.O.O.O.O

[3]
Molecular formula: C45H60BBr2CsN8O8
Method: DFT, wB97M-V/def2-TZVPD

```
! wB97M-V def2-TZVPD RIJCOSX def2/J DEFGRID3
* xyz -2 1
Cs -1.7744 1.2049 2.7653
C 1.7087 -0.0551 1.0818
C 3.0425 -0.2572 0.3482
C 3.8325 -1.4400 1.0340
C 2.8679 -0.3988 -1.1567
C 3.6998 0.1474 -2.1126
C 3.2629 -0.2289 -3.3552
C 3.9353 0.1559 -4.6843
C 4.4003 -1.1255 -5.4511
C 3.1343 1.1346 -5.5741
N 2.1062 -0.9577 -3.1474
N 1.8938 -1.1098 -1.7459
B 0.8576 -1.0212 -4.0981
N -0.1855 -2.1298 -3.6240
N -1.1211 -1.7569 -2.6439
C -1.5936 -2.8358 -2.0744
C -0.9489 -4.0007 -2.6528
C -0.0739 -3.5116 -3.5985
C 0.9319 -4.3589 -4.3810
C 0.1945 -4.9117 -5.5610
C 1.4234 -5.4210 -3.3956
C -2.5958 -2.8560 -0.9897
C -3.0401 -1.4413 -0.5800
C -2.0943 -3.7141 0.1557
N 0.2405 0.4933 -4.2209
N 0.7072 1.4462 -3.3324
C -0.3359 2.2610 -2.9941
C -1.4516 1.8804 -3.7450
C -1.0899 0.7721 -4.5686
C -1.8858 0.1653 -5.7491
C -2.9077 -0.8405 -5.2935
C -0.9963 -0.3815 -6.8332
C -0.1473 3.3509 -2.0170
C -1.5075 3.8785 -1.5700
C 0.8028 2.8570 -0.9370
H 1.6846 -0.5063 2.0678
H 0.9372 -0.6127 0.5426
H 1.4335 1.0027 1.1777
H 3.7085 0.5987 0.4277
H 3.4652 -2.4078 0.5986
H 3.6753 -1.3749 2.1335
H 4.8918 -1.3751 0.8473
H 4.5260 0.8842 -2.0034
H 4.8371 0.6901 -4.3877
H 5.3322 -0.8692 -5.9222
H 3.6781 -1.4717 -6.1747
H 4.5651 -1.9324 -4.7221
H 2.1072 0.8976 -5.7712
H 3.6796 1.2440 -6.5167
H 3.1463 2.1168 -5.0371
H 1.1958 -1.3478 -5.1979
H -1.0603 -5.0047 -2.2721
H 1.7775 -3.7377 -4.6619
H -0.7087 -5.4690 -5.3138
H 0.7942 -5.5936 -6.2316
H -0.0972 -4.0689 -6.2399
H 0.7191 -6.2619 -3.3044
H 1.5556 -4.9723 -2.4253
H 2.3702 -5.8961 -3.6836
H -3.4769 -3.2890 -1.4897
H -2.1959 -0.9763 -0.0485
H -3.8300 -1.5187 0.1821
H -3.2911 -0.7913 -1.4565
H -1.0790 -3.3595 0.4802
H -1.9708 -4.8122 -0.0662
H -2.8290 -3.4899 0.9663
H -2.4265 2.3448 -3.6389
H -2.5126 1.0378 -6.0818
H -2.4239 -1.8527 -5.1715
H -3.6362 -0.9891 -6.0840
H -3.4217 -0.5359 -4.3884
H -0.3302 -1.0984 -6.3644
H -0.3430 0.3939 -7.2885
H -1.5358 -0.8801 -7.5979
H 0.3681 4.1962 -2.4401
H -2.1386 3.0675 -1.2883
H -1.9648 4.6036 -2.3177
H -1.3723 4.4176 -0.6131
H 0.4224 1.9130 -0.5277
H 0.8025 3.5990 -0.1136
H 1.8544 2.6982 -1.3117
O -6.4308 3.2890 3.0923
C -5.2073 2.8242 2.8686
O -4.9315 1.6175 2.7423
C -4.1658 3.9444 2.9968
C -4.6241 5.2612 3.3271
C -3.7059 6.2917 3.3146
C -2.3709 5.9830 3.0659
C -1.9890 4.6457 2.6264
N -2.8972 3.6768 2.6872
C -0.4889 4.3875 2.3466
O -0.0806 5.0297 1.3333
O 0.1934 3.5634 3.0202
H -7.0426 2.5366 3.0151
H -5.6388 5.3522 3.7145
H -3.9989 7.3326 3.4565
H -1.6039 6.7631 3.0427
C 1.6267 -3.3759 6.0438
C 1.7059 -1.8998 6.4614
C 2.7157 -1.3768 7.3072
C 2.6278 -0.0961 7.7872
C 1.5115 0.7003 7.4515
C 1.1733 1.9559 8.1115
Br 2.4699 2.9726 9.0569
C -0.1077 2.4754 7.9958
C -1.0039 1.8211 7.1584
Br -2.7454 2.4386 7.1021
C -0.7272 0.6837 6.2959
O -1.4841 0.2178 5.3807
C 0.5773 0.0897 6.5587
N 0.6778 -1.1484 6.0550
H 1.0833 -3.4061 5.0581
H 0.9665 -3.9282 6.7620
H 2.5932 -3.9426 6.0109
H 3.4940 -2.0503 7.6792
H 3.4235 0.3533 8.3896
H -0.4359 3.4164 8.5301
O -0.5249 -2.2541 3.5312
H -1.2505 -2.8468 3.7141
H -0.2305 -1.8865 4.4127
O 2.8843 3.7828 3.5091
H 1.9414 3.6136 3.6248
H 2.9196 4.7444 3.4913
O -3.7708 -4.3705 7.4839
C -3.3032 -3.3862 7.8192
*
```

Summary:
HOMO energy = -0.0989 hartree
E_LUMO = 3.074 eV

Number 1: calculated total energy -49214.5868 eV. Number 2: calculated total energy -20949.2107 eV. Number 3: calculated total energy -217253.1835 eV.